Entry 1:
C25H21F3N6O7S6V as an isolated structure in a non-equilibrium geometry, computed with wB97M-V/def2-TZVPD.

Calculated values
Charge: -2
Frontier orbital gap (spin up / spin down) (Eh): 0.196 / 0.197
⟨S²⟩: 0.77
Spin multiplicity: 2

Atoms and positions in Å:
V 0.42839 0.18292 -0.04325
C 3.32386 1.55015 2.74892
C 2.70886 1.14706 1.44806
N 1.33374 0.77301 1.55094
C 0.63157 1.05634 2.68300
C 1.18531 1.45614 3.87251
C 2.62284 1.65766 3.87393
C 0.33540 1.72690 4.97197
C -1.02373 1.66132 4.87792
C -1.61437 1.31899 3.63043
C -2.99015 1.34099 3.35374
C -3.43833 1.06299 2.08762
C -2.51811 0.72638 1.08753
N -1.22675 0.66250 1.31573
C -0.77501 0.97569 2.56504
H 4.38900 1.74159 2.71968
H 3.27909 0.34799 0.99093
H 3.11150 1.93438 4.80329
H 0.79332 2.02806 5.91007
H -1.65955 1.88650 5.72637
H -3.68957 1.59540 4.14327
H -4.49220 1.09516 1.84418
H -2.84579 0.50786 0.07903
O 4.35102 -2.45768 5.00096
C 3.38566 -2.35027 4.25937
S 3.48120 -2.26687 2.51361
C 1.74967 -2.12631 2.18265
C 0.89901 -2.14330 3.24273
S -0.82815 -2.04452 3.28952
S 1.71739 -2.24046 4.80769
S 1.31583 -2.00519 0.49237
O 0.20401 -2.58905 -3.99886
C 1.03647 -1.85654 -3.54795
N 1.89721 -1.16183 -3.11420
O 2.83098 2.25679 0.41115
S 1.80747 3.51144 0.43636
O 2.47287 4.49756 -0.37106
O 1.55630 3.83689 1.81578
S 0.08300 2.89562 -0.45628
C -1.94630 -0.33049 -4.96394
C -1.29447 0.84764 -4.26860
N -1.31631 0.65518 -2.80725
C -1.63395 -0.51867 -2.19361
N -1.15566 -0.83687 -1.00728
C -1.80821 -2.00466 -0.39165
C -1.84036 -3.14053 -1.38349
C -2.70179 -2.72246 -2.55571
N -2.58211 -1.27852 -2.81501
C -3.09695 -0.79974 -4.09462
H -1.23492 -1.15259 -5.06759
H -2.29274 -0.04017 -5.95822
H -1.83996 1.76747 -4.49125
H -0.25864 0.97548 -4.56992
H -0.62398 1.21986 -2.32702
H -2.83240 -1.73984 -0.09240
H -1.26901 -2.27636 0.50614
H -2.23910 -4.04873 -0.93055
H -0.82059 -3.33863 -1.70725
H -3.75337 -2.92970 -2.34183
H -2.42605 -3.27056 -3.45996
H -3.78875 0.03190 -3.91810
H -3.65353 -1.61333 -4.55330
F 3.86312 1.84627 -2.39446
C 3.55817 0.56575 -2.56725
F 4.16457 0.15115 -3.69171
F 4.06891 -0.13881 -1.54479
C 2.01878 0.39601 -2.73821
O 1.48834 1.16402 -3.53653
O 1.41801 0.36766 -1.33941

natural (NBO) atomic charge list, values in e, 2 entries: 1.426, -0.193

Entry 2:
C25H21N4O3Rb as an isolated structure, computed with wB97M-V/def2-TZVPD.

Calculated values
Charge: -2
Energy above the lowest of the compared OMol25 structures with the same formula, charge and spin (kcal/mol): 11.2
Frontier orbital gap (Eh): 0.216

Atoms and positions in Å:
Rb -0.83242 0.25789 -0.03150
O 2.20217 0.66311 0.06339
C 3.02710 1.53693 0.42762
C 4.40592 1.49320 0.04482
C 5.31521 2.45363 0.40459
C 4.92517 3.55854 1.15690
C 3.59675 3.66357 1.52991
C 2.66461 2.68623 1.22683
C 1.26413 2.89308 1.61534
N 0.50101 2.22202 2.37100
C 0.99367 1.08393 3.09793
C 0.18246 -0.18799 2.82080
N -1.19382 0.04393 3.14366
C -2.00605 -0.91365 3.34554
C -1.86344 -2.35670 3.21917
C -2.41296 -3.16163 4.21249
C -2.34771 -4.53940 4.16880
C -1.75724 -5.14119 3.05573
C -1.25719 -4.38356 2.03423
C -1.28958 -2.94914 2.03424
O -0.90770 -2.27877 1.04381
H 4.71527 0.64792 -0.55826
H 6.35404 2.35770 0.09571
H 5.64254 4.31923 1.44675
H 3.27822 4.52877 2.10846
H 0.80460 3.80475 1.21679
H 0.86179 1.33829 4.16010
H 2.05751 0.88192 2.90466
H 0.59981 -1.01221 3.42182
H 0.32136 -0.46474 1.77158
H -2.98185 -0.58902 3.72472
H -2.88349 -2.67671 5.06667
H -2.74734 -5.13987 4.97891
H -1.70448 -6.22747 3.00047
H -0.82948 -4.85784 1.15820
O -2.75001 0.31918 -1.76433
C -2.61267 -0.24539 -2.87084
C -3.34025 -1.44230 -3.19130
C -3.28989 -2.04964 -4.41202
C -2.50928 -1.51596 -5.43845
C -1.74239 -0.40309 -5.17050
C -1.74058 0.23209 -3.92739
C -0.80921 1.29833 -3.66146
N -0.68523 2.00328 -2.55315
C 0.37621 2.82869 -2.72196
C 0.91631 2.65668 -3.95978
N 0.15226 1.68805 -4.56057
H -3.94753 -1.85448 -2.39712
H -3.86002 -2.95592 -4.58824
H -2.49037 -1.97609 -6.41979
H -1.11782 -0.02539 -5.97313
H 0.68683 3.49204 -1.93803
H 1.75616 3.09882 -4.46091
H 0.30889 1.29631 -5.47293

natural (NBO) atomic charge list, values in e, 2 entries: 0.942, -0.778

Entry 3:
A 2-piece molecular cluster, C25H22BrClF7N2O7PS overall in a non-equilibrium geometry, computed with wB97M-V/def2-TZVPD.

Calculated values
Structure (SMILES): Cc1ccccc1Cc1c(P(C)O)cc2nc(CC(=O)Br)c(S(=O)(=O)C(F)(F)C(F)(F)C(F)(F)F)nc2c1Cl.COC(=O)OC
Charge: 0
Frontier orbital gap (Eh): 0.226

Atoms and positions in Å:
C 4.22485 4.54992 0.83877
C 4.75029 3.46921 -0.17808
C 6.21817 3.45912 -0.40686
C 6.87131 2.46940 -1.30962
C 5.98098 1.51643 -1.99019
C 4.51603 1.52018 -1.76356
C 3.86415 2.47615 -0.86240
C 2.33624 2.53250 -0.52781
C 1.58399 1.17355 -0.63913
C 2.05246 -0.14098 -0.03001
P 3.64693 -0.25640 0.94281
C 3.81331 -1.97272 1.72346
O 3.55627 0.86870 2.23699
C 1.26216 -1.38040 -0.15689
C -0.06326 -1.41643 -0.88061
N -0.73184 -2.63712 -0.89376
C -1.91573 -2.46688 -1.54284
C -2.85747 -3.74163 -1.62068
C -2.23302 -4.97115 -0.84475
O -2.33259 -5.10783 0.33317
Br -1.28215 -6.29287 -1.98782
C -2.43140 -1.20619 -2.15570
S -4.06463 -1.13223 -3.01244
O -4.32562 -2.30484 -3.85075
O -3.99162 0.02905 -3.91128
C -5.49267 -0.99413 -1.81904
F -6.51780 -1.75989 -2.36689
F -5.24813 -1.53132 -0.56946
C -6.10128 0.47415 -1.68061
F -7.24829 0.32573 -0.89702
F -6.54360 0.97982 -2.87873
C -5.14962 1.51131 -0.93927
F -4.83424 2.59330 -1.72826
F -3.97685 0.97259 -0.48275
F -5.83238 1.97889 0.16920
N -1.73407 -0.04198 -2.12869
C -0.52659 -0.14138 -1.46856
C 0.29652 1.12270 -1.34925
Cl -0.37651 2.60909 -2.12374
H 5.11702 5.01507 1.35379
H 3.58669 4.07651 1.64376
H 3.63738 5.33254 0.27670
H 6.89548 4.17879 0.12715
H 7.98051 2.50287 -1.40884
H 6.45230 0.77524 -2.68819
H 3.91039 0.74472 -2.29102
H 2.23551 2.90825 0.53739
H 1.89410 3.35052 -1.16704
H 2.80963 -2.27776 2.13034
H 4.10437 -2.70709 0.91798
H 4.60706 -1.86474 2.51005
H 3.45411 1.73112 1.78231
H 1.63894 -2.33822 0.29500
H -3.80611 -3.45553 -1.08570
H -3.05285 -4.06877 -2.67416
C -2.65762 -2.16253 1.80697
O -1.85220 -2.14824 2.98410
C -1.74096 -0.94370 3.55737
O -2.24861 0.07623 3.16589
O -0.96539 -1.07054 4.64176
C -0.75752 0.14611 5.35777
H -2.67707 -3.18444 1.42788
H -3.68087 -1.85869 2.03598
H -2.22717 -1.51694 1.03965
H -1.70434 0.54160 5.72813
H -0.25247 0.88124 4.72946
H -0.11854 -0.07830 6.21051

natural (NBO) atomic charge list, values in e, 2 entries: -0.645, -0.020

Entry 4:
C25H22BrHfO3 as an isolated structure in a non-equilibrium geometry, computed with wB97M-V/def2-TZVPD.

Calculated values
Charge: +1
Frontier orbital gap (Eh): 0.089

Atoms and positions in Å:
C 0.79651 -1.69690 1.35129
C -0.46090 -2.27709 0.97159
C -0.43999 -2.46692 -0.45316
H -1.26018 -2.58428 1.64585
C 0.81983 -1.96592 -0.94926
C 1.57920 -1.47747 0.16395
H 2.62718 -1.18863 0.12262
H 1.14737 -1.57163 2.37097
H -1.21574 -2.95033 -1.04917
H 1.19962 -2.10906 -1.96058
C -0.56788 2.45121 -0.11271
C -0.24354 2.14134 1.24381
C 1.06519 1.54270 1.26476
H -0.81075 2.43257 2.12091
C 1.53211 1.45296 -0.09122
C 0.52987 2.04115 -0.93105
H 0.62978 2.24311 -1.99576
H -1.47825 2.92113 -0.46660
H 1.64296 1.34254 2.16127
H 2.52601 1.16053 -0.42164
Hf -0.30450 -0.02033 -0.07723
O -0.59343 0.02316 -1.90425
C -0.96801 -0.45086 -3.21688
C 0.06433 -0.80584 -4.19517
H -1.50687 -1.37566 -2.98027
H -1.66034 0.28211 -3.63669
H 0.64885 -1.70995 -4.00635
H 1.36675 -1.76970 -6.23980
C 0.99680 -0.75163 -6.42445
C 0.31938 -0.08128 -5.35440
C -0.10313 1.27374 -5.55936
H -0.53097 1.81265 -4.71176
C 0.01274 1.84804 -6.81881
H -0.37236 2.85930 -6.99227
C 0.60426 1.13365 -7.88278
H 0.69699 1.60161 -8.86698
C 1.11227 -0.17016 -7.67559
H 1.57583 -0.71782 -8.50737
Br -0.12164 2.49960 5.21822
C -0.46244 0.95002 6.23100
C -0.31184 0.95235 7.63044
C -0.66428 -0.17288 8.39372
C -1.18394 -1.30851 7.74847
C -1.36370 -1.29459 6.35736
C -0.90246 -0.21702 5.58386
C -0.80513 -0.33373 4.06808
O -1.82336 -0.69852 3.41213
O 0.36481 -0.11761 3.63557
H 0.07852 1.83386 8.11496
H -0.52761 -0.16900 9.48406
H -1.44000 -2.20859 8.33424
H -1.81387 -2.13741 5.85251

natural (NBO) atomic charge list, values in e, 2 entries: -0.319, -0.316

Q: Look up the charge of the fourth one.
A: +1